Entry 1:
The following is a DFT calculation (ωB97M-V/def2-TZVPD) of a structure of composition C6H9BeN2O16.

Geometry as XYZ:
```
34
Properties=species:S:1:pos:R:3:forces:R:3
O -14.4813 -20.4350 -11.9369 -0.7 -3.5 -3.9
C -15.7555 -23.1554 -9.5750 1.0 1.9 -6.1
H -15.3209 -23.3479 -7.8539 0.3 0.0 -0.1
O -12.5529 -23.0663 -11.9272 -3.1 0.0 -2.4
O -10.5689 -23.2395 -11.3216 3.3 -0.1 -0.1
O -17.7842 -21.7712 -15.7692 -1.7 -0.6 -3.0
N -15.7978 -27.5826 -12.5384 -0.3 -1.7 1.9
O -13.7563 -23.6113 -16.9676 0.2 0.1 -1.6
H -14.6516 -23.5988 -16.6213 -2.2 -0.2 -1.7
C -13.4367 -23.5755 -15.6778 5.2 1.0 3.4
C -15.4392 -26.3800 -13.0276 -0.5 1.5 0.5
O -16.6108 -22.9374 -10.5067 -0.2 -0.8 0.4
O -12.2522 -23.3299 -15.2939 -2.0 -0.7 -1.5
H -14.0368 -19.3469 -9.3469 0.2 0.1 0.5
O -14.4398 -23.7859 -14.9587 -1.4 -0.2 1.7
H -14.9802 -25.6530 -14.7891 -0.3 0.5 -0.6
H -15.7324 -27.7076 -11.5383 -0.5 -0.1 -0.3
C -11.3428 -22.8649 -12.1998 -1.2 0.2 2.6
O -16.5020 -20.6629 -14.3281 -0.1 0.3 -2.2
H -16.3209 -28.1893 -13.1535 0.2 -0.1 0.7
H -17.6030 -20.9297 -16.1943 0.1 0.2 0.1
O -16.1346 -23.3393 -8.3633 -2.5 -0.8 4.4
O -14.5524 -23.0961 -9.7881 1.7 -0.7 0.1
O -10.9238 -22.1098 -13.2624 0.6 -0.5 0.4
Be -15.0293 -22.8752 -12.5747 0.3 0.9 1.3
O -15.2684 -25.3696 -12.3586 0.4 -0.2 0.0
C -17.0962 -21.7260 -14.6578 2.7 4.6 3.6
H -15.7474 -27.2749 -14.8260 0.5 0.5 0.0
H -11.4393 -22.4575 -13.9938 -0.7 0.1 -0.8
O -17.1568 -22.6310 -13.8628 0.2 -5.1 2.0
O -14.8944 -18.4929 -11.0300 -0.9 2.6 0.5
C -14.4915 -19.6525 -11.0323 0.1 0.4 -0.4
N -15.3842 -26.4649 -14.3443 0.4 0.7 -2.1
O -13.8974 -20.0962 -9.9307 0.9 -0.3 3.0
```
Positions in Å, forces in eV/Å.

Output
Calculated total energy   -1562.14036 a.u.
Total charge   -3
Gap between HOMO and LUMO   4.876 eV
Energy above the lowest of the compared OMol25 structures with the same formula, charge and spin   332.94 kJ/mol
LUMO energy   6.37 eV

Entry 2:
The following is a DFT calculation (ωB97M-V/def2-TZVPD) of a structure of composition C24H42NP3SeSn.

Geometry as XYZ:
```
72
Properties=species:S:1:pos:R:3:forces:R:3
H 3.0893 1.2364 0.1515 -0.1 -0.2 0.5
C 0.8319 3.1974 -5.3680 -0.6 -0.7 -0.3
H -3.2825 3.2006 -5.3105 -0.2 -0.9 -1.1
H 3.3368 -1.7550 2.1399 -0.4 0.3 -0.4
H -3.7042 0.1708 -4.9798 0.4 0.9 0.1
H 3.5200 0.9129 1.8673 -0.3 -0.2 -0.1
C 2.6562 -1.7686 1.2653 -0.7 -0.5 -1.1
H 1.0081 3.1973 -6.4473 -0.1 0.1 0.3
H 0.4391 -3.2916 -1.8841 0.2 0.2 -0.2
H 0.1250 -3.6631 0.6677 -0.2 0.0 0.2
C -2.0254 1.4994 4.1281 -0.7 0.9 0.1
H 2.5328 0.9692 -2.1531 0.0 -0.2 -0.1
H 1.7284 -0.6622 3.7169 -0.2 0.1 -0.5
C 2.6856 1.0842 1.1674 -0.8 0.5 -0.8
H 3.2085 -1.7383 0.3061 0.0 -0.1 0.7
C 1.6941 3.3329 -3.1134 1.2 -0.3 0.0
H -4.0348 2.0909 -6.7047 0.5 0.0 1.2
H -3.6884 0.1737 3.9317 -0.2 0.2 0.3
C -1.8094 1.5447 2.7070 0.3 -0.5 -0.4
H 0.3559 0.2013 -4.4305 0.2 -0.2 0.3
Sn -1.2743 -0.0579 -1.4043 0.1 -0.3 0.8
Se -0.0245 2.7688 -0.7855 -1.3 -0.6 -0.2
H 1.4844 -1.1673 -4.6688 -0.3 0.0 0.0
H 0.8344 0.8550 3.2301 0.0 -0.5 0.2
H 3.1938 -0.2922 -3.2230 -0.2 0.0 0.2
H -0.4896 2.9495 4.5145 -0.2 -0.1 0.3
H -0.2303 -2.7790 2.1943 -0.2 -0.2 -0.3
C 1.8807 3.3534 -4.4769 1.9 0.7 0.2
C -2.4920 -3.0643 -0.8901 0.1 0.0 0.0
C -3.3266 0.6961 6.0227 -0.3 0.7 -0.8
P 1.0431 -0.9384 -2.3323 0.4 -0.3 -0.9
H 3.3126 -0.4561 -1.4597 -0.3 -0.1 -0.2
H -1.7710 -3.5888 -1.5219 -0.1 0.0 0.1
H -3.0626 -3.7821 -0.2993 -0.2 -0.2 -0.3
H 1.9451 -3.1239 -2.8166 -0.1 0.1 0.1
C 2.6652 -0.1118 -2.2751 0.2 0.4 0.4
C 1.3608 -2.7030 -1.9865 -0.1 -0.2 0.2
C -0.6478 3.0775 -3.4787 -1.6 -1.0 -0.7
H -1.2747 2.6755 -5.4930 0.1 0.4 0.2
H -0.2564 -1.4579 -4.3303 0.2 0.0 0.0
H -2.7243 1.5205 7.9318 0.1 -0.1 -0.4
C -0.6652 -3.2265 1.2908 0.4 0.1 -0.2
C 0.9671 -0.2248 3.0463 -1.0 0.2 -0.7
C -3.3618 1.2190 -4.8273 0.2 -1.6 0.5
H -1.6420 3.0238 -3.0276 0.1 0.0 -0.6
H 2.0691 -2.6999 1.2949 0.4 0.2 0.1
H -1.8572 1.8828 -1.0012 2.3 1.2 0.0
H -2.5809 -1.5576 2.5738 -0.1 0.0 -0.5
H -4.1766 0.0865 6.3937 0.9 0.5 -0.1
C -2.9914 -1.5948 1.5486 0.1 0.3 -0.2
C -3.5351 2.1763 -5.7064 -0.7 1.9 -0.4
C -0.4491 2.9489 -4.8394 -0.6 0.4 0.3
H -3.7404 -2.3982 1.4766 0.1 0.3 0.2
C -2.5343 1.5146 6.8538 0.2 0.2 0.2
C -1.5097 2.3592 6.3527 -0.2 -0.8 -0.9
C -1.2688 2.3333 4.9667 0.3 0.1 0.6
C -3.1273 0.7860 4.6357 0.7 -1.0 0.4
H -0.0045 -0.7392 3.1711 0.5 0.3 0.2
H -3.1658 -2.4773 -1.5191 -0.1 -0.1 0.1
H 2.5363 3.4525 -2.4532 0.3 0.1 0.1
C 0.4150 3.0892 -2.5698 -0.5 0.5 0.0
N -1.5648 1.4655 1.5700 -0.1 -0.1 0.6
H -3.4514 -0.6259 1.2981 0.1 -0.4 0.1
H 2.8805 3.5216 -4.9299 -0.6 0.0 0.7
H 1.9339 -2.8438 -1.0603 -0.1 0.2 -0.3
H 2.1314 1.9911 1.4554 0.3 -0.2 0.0
P 1.4969 -0.3313 1.2782 2.7 0.2 2.4
P -1.6748 -2.0376 0.3502 -0.5 0.0 0.7
H -1.3608 -4.0246 1.5846 0.1 0.1 0.0
H -2.8246 1.4720 -3.8933 -0.6 -0.4 -0.3
C 0.6079 -0.8193 -4.1027 0.0 -0.2 -0.1
H -0.8675 2.9739 7.0064 -0.7 -0.4 -0.3
```
Positions in Å, forces in eV/Å.

Output
Calculated total energy   -4632.52498 a.u.
Total charge   +4
Gap between HOMO and LUMO (spin up / spin down)   3.276 / 3.401 eV
Energy above the lowest of the compared OMol25 structures with the same formula, charge and spin   309.07 kJ/mol
LUMO energy (spin up / spin down)   -15.30 / -15.19 eV

Number 1: maximum force 0.12605 hartree/bohr. Number 2: maximum force 0.07007 hartree/bohr.